[1]
23
Properties=species:S:1:pos:R:3:mulliken_charge:R:1 method="wB97M-V/def2-TZVPD" gap_ev="8.06 / 8.23" e_lumo_ha="-0.0022 / -0.0031" homo_ev="-8.114 / -8.317" energy_ha=-799.552427
C -2.12 0.07 0.10 0.64
C 3.68 -0.11 -0.95 -0.81
C -4.38 -0.34 0.78 -0.97
C -0.74 -0.43 0.05 -0.80
C 3.11 -0.18 0.57 -0.53
N -3.09 -0.79 0.32 -0.18
N 2.23 0.91 0.85 -0.62
O -2.34 1.20 -0.32 -0.66
O 0.51 0.57 -2.31 -0.57
P 0.29 0.87 -0.88 0.54
H 4.32 0.76 -0.91 0.27
H 4.32 -1.08 -1.25 0.25
H 2.89 0.10 -1.67 0.26
H -5.07 -0.68 0.12 0.34
H -4.55 -0.67 1.74 0.36
H -4.53 0.77 0.79 0.33
H -0.20 -0.78 1.03 0.40
H -0.61 -1.21 -0.63 0.39
H 2.75 -1.12 0.81 0.33
H 3.95 -0.09 1.24 0.40
H -2.80 -1.72 0.61 0.26
H 2.66 1.83 0.56 0.26
H -0.29 2.14 -0.63 0.09



[2]
23
Properties=species:S:1:pos:R:3:mulliken_charge:R:1 method="wB97M-V/def2-TZVPD" gap_ev=10.33 smiles=OOC[C@H]1CNC[C@@H](S)[NH2+]1 e_lumo_ha=-0.1114 homo_ev=-13.360 energy_ha=-856.151570 charge=+1
O 2.21 0.47 1.38 -0.36
O 2.73 0.17 0.06 -0.26
C 2.04 -0.98 -0.36 -0.61
C 0.53 -0.78 -0.51 -0.03
C -0.33 -1.40 0.58 -0.85
N -1.72 -1.12 0.26 -0.33
C -2.00 0.29 0.29 -0.66
C -1.25 0.96 -0.85 -0.37
S -1.52 2.73 -1.01 -0.07
N 0.22 0.69 -0.59 -0.19
H 2.63 1.33 1.54 0.33
H 2.50 -1.22 -1.33 0.35
H 2.23 -1.83 0.31 0.39
H 0.19 -1.22 -1.45 0.44
H -0.17 -2.48 0.55 0.46
H -0.02 -1.02 1.57 0.33
H -2.38 -1.67 0.79 0.26
H -3.07 0.50 0.21 0.43
H -1.66 0.78 1.23 0.35
H -1.49 0.49 -1.81 0.36
H -0.93 3.07 0.15 0.15
H 0.78 1.14 -1.31 0.37
H 0.46 1.12 0.31 0.51



[3]
25
Properties=species:S:1:pos:R:3:mulliken_charge:R:1 method="wB97M-V/def2-TZVPD" gap_ev=8.21 smiles="C[C@H](O)[C@@H](NN(C)C)S(=O)(=O)[O-]" e_lumo_ha=0.1297 homo_ev=-4.684 energy_ha=-1006.952055 charge=-1
C -1.68 1.82 1.11 -1.21
C -1.40 1.61 -0.39 -0.23
O -2.52 1.67 -1.17 -0.61
C -0.49 0.14 -0.65 -0.59
N 0.78 0.19 -0.01 -0.12
N 1.83 -0.55 -0.77 -0.17
C 1.59 -1.94 -0.61 -0.98
C 3.07 -0.08 -0.08 -0.81
S -1.57 -1.06 0.31 1.30
O -1.23 -2.31 -0.28 -0.72
O -2.96 -0.61 0.01 -0.84
O -1.32 -0.95 1.73 -0.68
H -2.47 1.16 1.40 0.36
H -2.11 2.85 1.32 0.33
H -0.72 1.89 1.56 0.35
H -0.66 2.43 -0.61 0.44
H -3.06 0.92 -0.88 0.50
H -0.59 -0.06 -1.67 0.42
H 0.77 -0.33 0.94 0.40
H 0.65 -2.10 -1.18 0.29
H 2.44 -2.45 -0.93 0.45
H 1.38 -2.35 0.48 0.28
H 3.92 -0.22 -0.75 0.30
H 2.99 1.02 0.26 0.28
H 3.34 -0.69 0.85 0.27



[4]
21
Properties=species:S:1:pos:R:3:mulliken_charge:R:1 method="wB97M-V/def2-TZVPD" gap_ev=5.61 e_lumo_ha=0.1203 homo_ev=-2.341 energy_ha=-705.908010 charge=-1
C -1.32 0.25 1.07 -0.08
C -0.58 1.53 0.70 -0.55
S -1.69 3.06 0.57 -0.65
C -2.56 0.09 0.20 -1.26
N 0.59 -1.03 -2.08 -0.71
C 0.75 -1.31 -0.85 -0.11
C 1.96 -0.93 -0.01 -0.36
N 2.94 -0.09 -0.68 -0.59
H -1.71 0.34 2.09 0.27
H -0.77 -0.70 1.05 0.11
H 0.11 1.93 1.45 0.24
H -0.21 1.50 -0.33 -0.05
H -3.19 -0.73 0.57 0.34
H -2.36 -0.05 -0.87 0.31
H -3.16 1.01 0.19 0.35
H 0.16 -2.08 -0.31 0.44
H 0.65 -0.06 -1.51 0.22
H 1.62 -0.42 0.90 0.19
H 2.38 -1.89 0.30 0.35
H 2.59 0.19 -1.59 0.31
H 3.78 -0.62 -0.86 0.22



[5]
21
Properties=species:S:1:pos:R:3:mulliken_charge:R:1 method="wB97M-V/def2-TZVPD" gap_ev="7.50 / 7.50" e_lumo_ha="0.0100 / 0.0101" homo_ev="-7.227 / -7.229" energy_ha=-362.428249
C 1.48 -0.50 1.24 -1.76
C 0.95 -0.03 -0.11 0.83
N 0.76 -1.32 -1.05 -0.44
N 1.62 0.90 -0.81 -0.91
H 1.40 -2.08 -0.84 0.29
H 0.84 -0.98 -2.01 0.38
H 2.25 1.42 -0.20 0.20
H 1.49 0.33 1.94 0.35
H 0.89 -1.31 1.66 0.44
H 2.51 -0.85 1.10 0.43
C -1.23 1.08 -1.13 -1.59
C -1.34 0.41 1.29 -1.54
C -0.77 0.08 -0.08 1.28
N -0.94 -1.30 -0.43 -0.56
H -1.43 -1.41 -1.32 0.34
H -0.94 2.09 -0.84 0.36
H -2.32 1.04 -1.26 0.43
H -0.77 0.89 -2.10 0.37
H -2.42 0.56 1.25 0.40
H -0.89 1.34 1.67 0.31
H -1.15 -0.38 2.02 0.37



[6]
21
Properties=species:S:1:pos:R:3:mulliken_charge:R:1 method="wB97M-V/def2-TZVPD" gap_ev=8.39 smiles="C=C=C(C)C.NNN" e_lumo_ha=0.0350 homo_ev=-7.438 energy_ha=-362.390213
C -0.77 -0.54 1.96 -0.93
C -0.52 -0.39 0.69 0.20
C -0.86 -0.52 -0.61 0.71
C -0.11 -1.49 -1.50 -1.36
C -2.18 -0.05 -1.16 -1.35
H -0.36 0.12 2.71 0.30
H -1.55 -1.19 2.33 0.28
H 0.11 -1.02 -2.46 0.32
H -0.71 -2.39 -1.69 0.39
H 0.82 -1.84 -1.05 0.31
H -2.00 0.53 -2.07 0.34
H -2.70 0.58 -0.44 0.34
H -2.82 -0.90 -1.43 0.38
N 2.37 0.74 -0.17 -0.67
N 1.17 1.28 0.41 -0.01
N 1.37 1.72 1.73 -0.58
H 2.38 -0.27 -0.05 0.24
H 2.35 0.94 -1.17 0.26
H 0.21 1.36 -0.07 0.37
H 2.12 2.41 1.73 0.27
H 1.69 0.93 2.30 0.21



[7]
21
Properties=species:S:1:pos:R:3:mulliken_charge:R:1 method="wB97M-V/def2-TZVPD" gap_ev=8.86 smiles="C=C(NN)[C@@H](C)NC" e_lumo_ha=0.0342 homo_ev=-7.934 energy_ha=-362.494946
C -0.43 -1.51 -1.06 -1.29
C 0.43 -0.58 -0.62 0.99
N 1.75 -0.65 -1.09 -0.10
N 2.62 0.44 -1.08 -0.71
C 0.01 0.56 0.33 -0.04
C -0.69 1.68 -0.46 -1.23
N -0.72 0.34 1.59 -0.35
C -1.50 -0.87 1.76 -1.01
H -1.48 -1.51 -0.80 0.20
H -0.12 -2.31 -1.73 0.28
H 1.87 -1.29 -1.88 0.24
H 2.94 0.64 -0.13 0.29
H 2.17 1.29 -1.43 0.27
H 0.94 1.02 0.70 0.24
H 0.00 2.12 -1.19 0.31
H -1.57 1.31 -1.00 0.26
H -1.01 2.49 0.20 0.37
H -0.07 0.41 2.37 0.28
H -2.33 -0.94 1.05 0.28
H -0.87 -1.77 1.71 0.38
H -1.95 -0.86 2.75 0.34



[8]
21
Properties=species:S:1:pos:R:3:mulliken_charge:R:1 method="wB97M-V/def2-TZVPD" gap_ev=8.23 e_lumo_ha=0.0273 homo_ev=-7.490 energy_ha=-362.347515
C -1.75 -1.30 -0.92 -0.90
C 0.13 -1.17 -2.41 -0.96
C 0.24 2.36 1.97 -0.74
N -0.31 -1.20 -1.03 -0.31
N 1.09 1.87 0.91 -0.61
C 0.74 -0.07 0.70 0.00
N 1.11 -0.94 1.61 -0.32
C 0.15 0.45 -0.29 -0.12
H 2.04 1.74 1.26 0.25
H 0.41 -1.60 1.92 0.24
H 2.07 -1.26 1.57 0.24
H -0.21 1.16 -1.01 0.55
H -2.12 -2.24 -1.38 0.34
H -2.06 -1.31 0.13 0.25
H -2.29 -0.47 -1.43 0.33
H -0.17 -2.08 -2.94 0.32
H 1.22 -1.11 -2.46 0.29
H -0.29 -0.32 -2.98 0.35
H -0.76 2.56 1.57 0.25
H 0.63 3.29 2.40 0.32
H 0.13 1.65 2.81 0.26



[9]
21
Properties=species:S:1:pos:R:3:mulliken_charge:R:1 method="wB97M-V/def2-TZVPD" gap_ev=9.73 smiles="C=C1NC1(N)N.CC" e_lumo_ha=0.0361 homo_ev=-8.751 energy_ha=-362.493083
C -1.38 1.57 1.04 -0.85
C -1.47 0.52 0.25 0.07
N -2.63 -0.03 -0.45 -0.59
C -1.28 -0.43 -0.85 0.82
N -0.92 -1.80 -0.63 -0.64
N -0.76 0.04 -2.09 -0.53
H -2.27 2.03 1.44 0.27
H -0.43 1.95 1.39 0.30
H -3.23 -0.70 0.00 0.26
H 0.03 -1.96 -0.96 0.29
H -0.99 -2.08 0.34 0.24
H -1.04 1.00 -2.25 0.26
H -1.13 -0.53 -2.85 0.27
C 1.79 0.62 0.41 -0.27
C 2.61 -0.51 1.00 -1.02
H 1.96 1.55 0.95 0.39
H 2.00 0.77 -0.64 0.28
H 0.67 0.38 0.45 -0.40
H 3.67 -0.29 0.95 0.32
H 2.36 -0.67 2.05 0.29
H 2.44 -1.44 0.46 0.26



[10]
21
Properties=species:S:1:pos:R:3:mulliken_charge:R:1 method="wB97M-V/def2-TZVPD" gap_ev=9.37 e_lumo_ha=0.0379 homo_ev=-8.334 energy_ha=-362.505152
C 1.99 -0.43 -0.35 -1.36
C 0.97 0.34 -1.25 0.56
C 0.85 -0.39 -2.54 -1.46
N -0.36 0.51 -0.62 -0.08
N -0.19 1.35 0.50 -0.77
C -0.52 0.85 1.63 0.02
C -1.08 -0.49 1.97 -0.54
N -1.84 -1.31 1.01 -0.72
H 3.07 -0.27 -0.62 0.36
H 1.75 -0.17 0.69 0.35
H 1.83 -1.52 -0.34 0.30
H 1.42 1.34 -1.29 0.38
H 1.79 -0.76 -2.91 0.39
H 0.17 -1.22 -2.39 0.35
H 0.50 0.27 -3.33 0.35
H -0.91 1.02 -1.28 0.22
H -0.30 1.55 2.45 0.34
H -0.17 -1.05 2.32 0.26
H -1.71 -0.40 2.83 0.42
H -2.67 -0.76 0.70 0.28
H -1.28 -1.20 0.16 0.36



[11]
21
Properties=species:S:1:pos:R:3:mulliken_charge:R:1 method="wB97M-V/def2-TZVPD" gap_ev=10.02 e_lumo_ha=0.0384 homo_ev=-8.974 energy_ha=-362.555366
C 2.03 -2.11 -0.47 -1.31
C 1.60 -0.70 -0.02 0.56
N 1.24 -0.63 1.39 -0.74
C 0.44 -0.20 -0.89 -1.13
C -0.49 0.86 -0.30 -0.59
N -1.82 0.75 -0.86 -0.52
C -2.75 1.39 -0.29 0.04
N -2.64 2.28 0.74 -0.41
H 1.86 -2.83 0.34 0.32
H 3.12 -2.12 -0.58 0.32
H 1.60 -2.44 -1.40 0.35
H 2.43 -0.02 -0.18 0.33
H 1.89 -1.16 1.96 0.27
H 0.35 -1.10 1.53 0.21
H -0.22 -1.02 -1.20 0.44
H 0.78 0.21 -1.84 0.31
H -0.49 0.83 0.79 0.43
H -0.04 1.86 -0.48 0.29
H -3.73 1.29 -0.74 0.36
H -1.74 2.49 1.13 0.24
H -3.43 2.38 1.37 0.21



[12]
21
Properties=species:S:1:pos:R:3:mulliken_charge:R:1 method="wB97M-V/def2-TZVPD" gap_ev=7.58 e_lumo_ha=0.0291 homo_ev=-6.787 energy_ha=-362.399326
C 1.91 1.25 0.58 -0.94
N 0.65 0.53 0.75 -0.11
C -0.72 0.99 0.48 0.04
C -1.76 1.33 1.28 -0.92
H 0.63 -0.02 1.60 0.35
H -0.50 1.86 -0.15 0.17
H 1.95 1.70 -0.41 0.32
H 2.01 2.02 1.35 0.36
H 2.73 0.53 0.68 0.31
H -2.22 0.55 1.87 0.30
H -2.31 2.25 1.13 0.26
C -1.69 -1.07 -1.48 -0.92
N 1.34 -1.94 -0.19 -0.40
C 0.50 -0.88 -0.53 -0.08
N -0.83 -1.02 -0.32 -0.59
H 0.96 -2.53 0.54 0.29
H 2.32 -1.89 -0.40 0.21
H 0.86 -0.37 -1.45 0.42
H -1.61 -2.04 -1.98 0.33
H -2.73 -0.97 -1.15 0.25
H -1.48 -0.27 -2.21 0.32



The max |F| results, record by record, are as follows: 0.076; 0.012; 0.123; 0.073; 0.043; 0.071; 0.023; 0.132; 0.051; 0.041; 0.022; 0.078 hartree/bohr.
The ΔE to the lowest compared entry with this formula, charge and spin results, record by record, are as follows: 4.738; 0.980; 1.660; 3.543; 4.191; 5.226; 2.376; 6.388; 2.427; 2.099; 0.732; 4.978 eV.